ORCA calculation (ωB97M-V with the def2-TZVPD basis set) on a 2-piece molecular cluster, C4H11NO3 overall in a non-equilibrium geometry.

Each line ends with the Mulliken charge.
Cartesian coordinates (Å):
C 1.763 -1.773 1.246  -1.37
C 1.267 -0.855 0.134  0.25
N -0.169 -0.931 -0.092  -0.62
C 1.592 0.593 0.488  -0.72
C 1.284 1.554 -0.625  0.55
O 0.593 2.535 -0.525  -0.57
O 1.901 1.220 -1.784  -0.45
H 2.682 -1.494 1.766  0.33
H 1.013 -1.726 2.043  0.32
H 1.850 -2.841 1.053  0.35
H 1.748 -1.082 -0.806  0.37
H -0.465 -1.862 -0.350  0.24
H -0.685 -0.677 0.742  0.25
H 2.591 0.691 0.907  0.42
H 0.964 0.949 1.316  0.31
H 1.505 1.720 -2.512  0.34
O -6.432 1.599 -1.292  -0.64
H -6.298 1.706 -0.343  0.32
H -6.704 0.674 -1.366  0.32

Calculated values
highest occupied orbital energy: -9.64 eV
electronic energy: -11959.301 eV
spin multiplicity: 1
energy above the lowest of the compared OMol25 structures with the same formula, charge and spin: 18.6 kcal/mol
frontier orbital gap: 10.46 eV
charge: 0
E_LUMO: 0.82 eV

***

ORCA calculation (ωB97M-V with the def2-TZVPD basis set) on a 2-piece molecular cluster, C4H11NO3 overall in a non-equilibrium geometry.

Each line ends with the Mulliken charge.
Cartesian coordinates (Å):
C 0.167 0.346 -2.922  -0.67
O 0.014 -0.596 -1.834  -0.34
C -1.007 -0.295 -0.902  -0.59
C -0.890 -1.109 0.412  -0.49
C 0.249 -0.615 1.310  0.41
N 1.018 -1.604 1.845  -0.39
O 0.326 0.536 1.653  -0.72
H -0.818 0.471 -3.403  0.29
H 0.888 0.001 -3.682  0.24
H 0.498 1.326 -2.540  0.29
H -1.004 0.802 -0.748  0.40
H -1.951 -0.560 -1.416  0.35
H -1.821 -1.018 1.003  0.30
H -0.850 -2.137 0.003  0.32
H 1.624 -1.347 2.628  0.25
H 1.096 -2.532 1.421  0.23
O 1.151 2.871 2.597  -0.70
H 0.849 1.977 2.317  0.57
H 0.461 3.484 2.258  0.27

Calculated values
highest occupied orbital energy: -10.00 eV
electronic energy: -11958.798 eV
spin multiplicity: 1
energy above the lowest of the compared OMol25 structures with the same formula, charge and spin: 30.2 kcal/mol
frontier orbital gap: 10.74 eV
charge: 0
E_LUMO: 0.74 eV

***

ORCA calculation (ωB97M-V with the def2-TZVPD basis set) on a 2-piece molecular cluster, C4H11NO3 overall in a non-equilibrium geometry.

Each line ends with the Mulliken charge.
Cartesian coordinates (Å):
C -1.076 -2.322 -0.733  -1.37
C -0.141 -1.168 -0.573  0.60
O 0.652 -1.229 -1.798  -0.60
C -0.900 0.228 -0.577  -0.99
C -0.324 1.015 0.571  0.71
N -1.155 1.963 1.120  -0.41
O 0.769 0.789 1.053  -0.62
H -1.419 -2.463 -1.774  0.33
H -0.525 -3.288 -0.528  0.30
H -1.949 -2.076 -0.095  0.36
H 0.488 -1.215 0.269  0.33
H 1.281 -0.501 -1.843  0.29
H -0.678 0.652 -1.618  0.31
H -1.981 0.081 -0.577  0.31
H -2.083 2.046 0.751  0.19
H -0.771 2.637 1.761  0.25
O 3.520 1.843 1.518  -0.63
H 2.941 1.695 0.775  0.32
H 3.352 1.314 2.299  0.31

Calculated values
highest occupied orbital energy: -10.15 eV
electronic energy: -11958.920 eV
spin multiplicity: 1
energy above the lowest of the compared OMol25 structures with the same formula, charge and spin: 27.4 kcal/mol
frontier orbital gap: 10.78 eV
charge: 0
E_LUMO: 0.63 eV

***

ORCA calculation (ωB97M-V with the def2-TZVPD basis set) on a 2-piece molecular cluster, C4H11NO3 overall in a non-equilibrium geometry.

Each line ends with the Mulliken charge.
Cartesian coordinates (Å):
C -0.465 2.222 -0.597  -1.02
C 0.320 1.547 0.667  0.22
C -0.769 0.806 1.455  -0.72
O -0.316 0.201 2.658  -0.51
N 1.326 0.666 0.041  -0.22
C 0.971 -0.328 -0.830  0.01
O -0.165 -0.495 -1.106  -0.45
H -0.211 1.852 -1.596  0.33
H -0.275 3.301 -0.454  0.34
H -1.517 1.892 -0.306  0.25
H 0.701 2.450 1.359  0.34
H -1.427 1.657 1.743  0.37
H -1.360 -0.046 0.847  0.27
H 0.510 -0.232 2.416  0.32
H 2.209 1.074 -0.052  0.20
H 1.821 -1.170 -1.027  0.28
O -0.701 -5.127 -2.045  -0.63
H -0.957 -5.297 -1.171  0.31
H 0.306 -4.974 -2.002  0.32

Calculated values
highest occupied orbital energy: -9.68 eV
electronic energy: -11957.168 eV
spin multiplicity: 1
energy above the lowest of the compared OMol25 structures with the same formula, charge and spin: 67.8 kcal/mol
frontier orbital gap: 10.31 eV
charge: 0
E_LUMO: 0.63 eV

***

ORCA calculation (ωB97M-V with the def2-TZVPD basis set) on a 3-piece molecular cluster, C4H11NO3 overall in a non-equilibrium geometry.

Each line ends with the Mulliken charge.
Cartesian coordinates (Å):
C -0.727 0.262 0.045  -1.45
N -0.329 0.793 1.283  0.06
C 0.206 2.173 1.111  0.62
O -0.585 2.991 0.560  -0.57
O 1.426 2.312 1.515  -0.52
C 0.354 0.428 -1.035  0.52
C -0.149 0.294 -2.452  -1.46
H -1.588 0.816 -0.357  0.42
H -1.015 -0.865 0.068  0.50
H 0.330 0.247 1.881  0.35
H 0.544 -1.837 0.582  0.05
H 1.004 1.332 -1.083  0.36
H 1.004 -0.461 -0.834  0.08
H -1.090 -0.277 -2.483  0.34
H 0.496 -0.153 -3.183  0.39
H -0.430 1.211 -2.925  0.36
H 0.032 -2.473 1.894  0.24
H 0.576 -3.762 2.575  0.35
O -0.059 -3.033 2.838  -0.65

Calculated values
highest occupied orbital energy: -9.70 eV
electronic energy: -11951.134 eV
spin multiplicity: 1
energy above the lowest of the compared OMol25 structures with the same formula, charge and spin: 207.0 kcal/mol
frontier orbital gap: 4.40 eV
charge: 0
E_LUMO: -5.30 eV

***

ORCA calculation (ωB97M-V with the def2-TZVPD basis set) on a 2-piece molecular cluster, C4H11NO3 overall in a non-equilibrium geometry.

Each line ends with the Mulliken charge.
Cartesian coordinates (Å):
C 0.652 1.058 0.834  -1.04
C -0.129 1.068 -0.563  0.38
N -0.359 2.424 -1.241  -0.53
C 0.723 0.195 -1.449  -0.80
C 0.246 -1.233 -1.019  0.53
O 0.927 -2.098 -0.634  -0.48
O -1.135 -1.298 -1.146  -0.50
H 1.216 2.101 0.927  0.28
H -0.093 0.908 1.551  0.18
H 1.369 0.205 0.827  0.36
H -1.194 0.665 -0.453  0.32
H -1.270 2.765 -1.316  0.16
H 0.311 3.099 -1.168  0.16
H 1.845 0.190 -1.628  0.30
H 0.620 0.369 -2.632  0.32
H -1.660 -2.131 -1.399  0.34
O -0.565 -0.405 4.242  -0.59
H -1.367 -0.521 3.961  0.27
H -0.041 -0.730 3.505  0.32

Calculated values
highest occupied orbital energy: -9.04 eV
electronic energy: -11956.856 eV
spin multiplicity: 1
energy above the lowest of the compared OMol25 structures with the same formula, charge and spin: 75.0 kcal/mol
frontier orbital gap: 9.49 eV
charge: 0
E_LUMO: 0.45 eV

***

ORCA calculation (ωB97M-V with the def2-TZVPD basis set) on the molecule C4H11NO3S in a non-equilibrium geometry.

Each line ends with the Mulliken charge.
Cartesian coordinates (Å):
C 0.184 -2.582 -0.273  -0.76
C 0.493 -2.259 -1.877  -0.38
C -0.216 -1.129 -2.330  -0.63
C -0.051 0.117 -1.404  -0.43
O -0.886 0.016 -0.126  -0.38
S -0.170 1.047 1.017  1.20
N 1.341 0.543 1.391  -0.52
O -0.991 1.077 2.157  -0.60
O 0.234 2.224 0.286  -0.66
H -1.002 -2.771 -0.272  0.22
H 0.841 -3.459 0.321  0.30
H 0.178 -1.388 0.288  0.19
H 0.045 -3.236 -2.404  0.24
H 1.672 -2.078 -1.897  0.23
H -1.296 -1.339 -2.430  0.28
H -0.264 -0.593 -3.430  0.26
H -0.375 1.130 -1.781  0.50
H 1.076 0.302 -1.169  0.32
H 1.707 1.550 1.296  0.34
H 1.430 -0.098 2.256  0.27

Calculated values
highest occupied orbital energy: -10.26 eV
electronic energy: -22789.675 eV
spin multiplicity: 1
energy above the lowest of the compared OMol25 structures with the same formula, charge and spin: 101.9 kcal/mol
frontier orbital gap: 10.77 eV
charge: 0
E_LUMO: 0.52 eV

***

ORCA calculation (ωB97M-V with the def2-TZVPD basis set) on a 2-piece molecular cluster, C4H11NO8P2 overall in a non-equilibrium geometry.

Each line ends with the Mulliken charge.
Cartesian coordinates (Å):
N 0.587 -0.069 0.965  -0.52
P -0.427 1.036 0.353  0.83
O 0.318 1.801 -1.029  -0.49
O -0.692 2.281 1.547  -0.58
O -1.891 0.264 -0.218  -0.21
C -2.855 -0.002 0.861  0.65
O -2.606 0.014 2.174  -0.46
O -4.250 -0.383 0.467  -0.23
P -5.194 1.025 0.067  0.36
O -6.304 1.399 1.378  -0.46
O -4.186 2.388 -0.336  -0.50
H 0.818 0.161 1.979  0.20
H 0.092 2.782 -1.007  0.34
H 0.241 2.660 1.754  0.37
H -6.282 2.390 1.575  0.32
H -4.323 2.528 -1.329  0.37
C 2.505 -2.321 -0.494  -0.91
C 3.829 -1.605 -0.498  0.81
C 4.811 -1.968 -1.580  -1.07
O 4.099 -0.757 0.351  -0.57
H 1.899 -1.958 0.342  0.18
H 1.972 -2.120 -1.426  0.28
H 2.664 -3.396 -0.371  0.35
H 4.380 -1.751 -2.560  0.30
H 5.073 -3.026 -1.505  0.31
H 5.722 -1.372 -1.458  0.30

Calculated values
highest occupied orbital energy: -9.14 eV
electronic energy: -40772.894 eV
spin multiplicity: 1
frontier orbital gap: 8.70 eV
charge: 0
E_LUMO: -0.44 eV

***

ORCA calculation (ωB97M-V with the def2-TZVPD basis set) on an isolated ion of composition C4H11NOP and charge +1 in a non-equilibrium geometry.

Each line ends with the Mulliken charge.
Cartesian coordinates (Å):
C 1.655 -0.879 -0.467  -0.71
C 0.204 -1.366 -0.378  -0.68
C 1.789 0.539 -0.055  -0.14
C -1.131 0.991 0.579  -0.84
N -2.213 1.082 -0.461  -0.33
O 2.457 0.850 1.037  -0.32
P -0.589 -0.621 1.219  -0.05
H 2.315 -1.464 0.059  0.48
H 2.053 -0.872 -1.454  0.35
H -0.484 -1.027 -1.185  0.25
H 0.249 -2.486 -0.117  0.39
H 1.131 1.300 -0.419  0.58
H -1.048 1.855 1.214  0.53
H -2.064 1.919 -1.067  0.35
H -3.100 1.273 0.127  0.38
H -2.364 0.316 -1.026  0.32
H 2.900 0.048 1.372  0.40
H -1.759 -1.459 1.022  0.04

Calculated values
highest occupied orbital energy (spin up / spin down): -11.14 / -11.15 eV
electronic energy: -17141.779 eV
spin multiplicity: 1
energy above the lowest of the compared OMol25 structures with the same formula, charge and spin: 84.4 kcal/mol
frontier orbital gap (spin up / spin down): 6.35 / 6.36 eV
charge: +1
E_LUMO (spin up / spin down): -4.79 / -4.78 eV

***

ORCA calculation (ωB97M-V with the def2-TZVPD basis set) on a 2-piece molecular cluster, C4H11NOP overall in a non-equilibrium geometry.

Each line ends with the Mulliken charge.
Cartesian coordinates (Å):
C 1.953 0.653 0.769  -0.05
C -2.157 -0.777 0.283  -1.34
C -0.164 0.794 0.237  -1.00
C -0.663 -0.675 0.501  0.57
N 0.227 1.072 -1.245  -0.23
O 0.160 -1.467 -0.365  -0.49
P 2.718 -0.301 -0.275  -0.14
H 1.988 1.342 1.595  0.43
H -2.720 -1.519 0.792  0.37
H -2.237 -0.904 -0.788  0.38
H -2.654 0.236 0.403  0.30
H -0.629 1.697 0.737  0.53
H -0.537 -0.874 1.599  0.29
H 0.794 1.878 -1.101  0.35
H -0.715 1.131 -1.727  0.36
H 0.754 0.160 -1.264  0.28
H -0.144 -2.364 -0.329  0.31
H 4.026 -0.081 0.177  0.09

Calculated values
highest occupied orbital energy: -13.47 eV
electronic energy: -17141.366 eV
spin multiplicity: 1
energy above the lowest of the compared OMol25 structures with the same formula, charge and spin: 93.9 kcal/mol
frontier orbital gap: 9.71 eV
charge: +1
E_LUMO: -3.76 eV

***

ORCA calculation (ωB97M-V with the def2-TZVPD basis set) on a 3-piece molecular cluster, C4H11NOS overall in a non-equilibrium geometry.

Each line ends with the Mulliken charge.
Cartesian coordinates (Å):
C -1.734 0.181 0.694  0.31
C -2.352 1.525 0.683  -0.96
C 1.079 0.184 -1.225  -0.14
C 3.269 -0.306 -0.970  -0.83
N 1.931 -0.123 -0.432  -0.29
O -2.970 -0.497 2.830  -0.56
S -1.926 -0.938 1.887  0.37
H -0.926 -0.061 -0.022  -0.13
H -2.486 1.721 -0.339  0.35
H -1.723 2.232 1.164  0.30
H -3.443 1.487 1.123  0.31
H -0.175 -2.688 0.266  0.07
H 1.089 0.335 -2.332  0.29
H 0.134 0.451 -0.764  0.13
H 3.311 -0.374 -1.994  0.37
H 3.897 0.524 -0.643  0.26
H 3.725 -1.173 -0.621  0.29
H -0.702 -2.479 0.696  -0.14

Calculated values
highest occupied orbital energy: -9.17 eV
electronic energy: -18695.033 eV
spin multiplicity: 1
energy above the lowest of the compared OMol25 structures with the same formula, charge and spin: 112.7 kcal/mol
frontier orbital gap: 9.30 eV
charge: 0
E_LUMO: 0.13 eV

***

ORCA calculation (ωB97M-V with the def2-TZVPD basis set) on the molecule C4H11NOS in a non-equilibrium geometry.

Each line ends with the Mulliken charge.
Cartesian coordinates (Å):
N -0.355 0.382 -1.511  -0.71
C 0.436 0.026 -0.322  0.55
C 1.635 -0.911 -0.677  -0.51
O 1.977 -0.644 -2.041  -0.54
C -0.523 -0.644 0.702  -1.05
C -1.710 0.249 1.189  -0.68
S -0.834 1.635 2.273  -0.23
H 0.384 0.682 -2.144  0.24
H -0.985 1.155 -1.354  0.22
H 0.780 0.875 0.275  0.16
H 2.418 -0.673 0.058  0.32
H 1.335 -1.943 -0.609  0.29
H 2.925 -0.547 -2.133  0.30
H 0.035 -0.945 1.589  0.37
H -0.950 -1.569 0.254  0.42
H -1.994 0.845 0.336  0.32
H -2.508 -0.150 1.801  0.41
H -2.065 2.174 2.312  0.12

Calculated values
highest occupied orbital energy: -8.98 eV
electronic energy: -18698.204 eV
spin multiplicity: 1
energy above the lowest of the compared OMol25 structures with the same formula, charge and spin: 39.6 kcal/mol
frontier orbital gap: 9.75 eV
charge: 0
E_LUMO: 0.77 eV

***

- Which formula does entry 6 have?
  C4H11NO3

***

What did the sixth record say?
ORCA calculation (ωB97M-V with the def2-TZVPD basis set) on a 2-piece molecular cluster, C4H11NO3 overall in a non-equilibrium geometry.

Each line ends with the Mulliken charge.
Cartesian coordinates (Å):
C 0.652 1.058 0.834  -1.04
C -0.129 1.068 -0.563  0.38
N -0.359 2.424 -1.241  -0.53
C 0.723 0.195 -1.449  -0.80
C 0.246 -1.233 -1.019  0.53
O 0.927 -2.098 -0.634  -0.48
O -1.135 -1.298 -1.146  -0.50
H 1.216 2.101 0.927  0.28
H -0.093 0.908 1.551  0.18
H 1.369 0.205 0.827  0.36
H -1.194 0.665 -0.453  0.32
H -1.270 2.765 -1.316  0.16
H 0.311 3.099 -1.168  0.16
H 1.845 0.190 -1.628  0.30
H 0.620 0.369 -2.632  0.32
H -1.660 -2.131 -1.399  0.34
O -0.565 -0.405 4.242  -0.59
H -1.367 -0.521 3.961  0.27
H -0.041 -0.730 3.505  0.32

Calculated values
highest occupied orbital energy: -9.04 eV
electronic energy: -11956.856 eV
spin multiplicity: 1
energy above the lowest of the compared OMol25 structures with the same formula, charge and spin: 75.0 kcal/mol
frontier orbital gap: 9.49 eV
charge: 0
E_LUMO: 0.45 eV